(A)
ORCA calculation (ωB97M-V with the def2-TZVPD basis set) on a single CH3NO3S molecule.

Geometry as XYZ:
```
9
Properties=species:S:1:pos:R:3:nbo_charge:R:1
C 0.4365 0.8759 0.1417 0.28
N 0.9391 -0.2291 -0.3458 -0.33
O -0.8457 1.0589 0.2978 -0.68
O 2.3340 -0.2220 -0.3383 -0.53
O -1.1909 -1.2611 0.2346 -0.95
S -2.0476 -0.0825 -0.0350 1.30
H 0.5552 -1.1005 -0.5555 0.41
H 2.4550 0.6504 -0.6548 0.47
H -2.6356 0.3101 1.2552 0.03
```

Frontier orbital gap (spin up / spin down) in eV: 8.8 / 8.8
E_HOMO (spin up / spin down) in eV: -8.8422 / -8.8425
Net charge: 0

---

(B)
ORCA calculation (ωB97M-V with the def2-TZVPD basis set) on 2 unconnected molecules or ions with the total composition CH3NO3S.

Geometry as XYZ:
```
9
Properties=species:S:1:pos:R:3:nbo_charge:R:1
C 0.2384 -0.6039 -0.2549 0.92
N 1.0041 0.1732 0.4220 -0.37
O 0.0742 -1.6722 -0.6722 -0.45
O 2.4182 0.1035 0.2674 -0.53
O -1.2640 0.6205 -0.4604 -0.90
S -2.7214 0.2738 0.1622 0.30
H 0.5939 1.1348 0.5613 0.44
H 2.8784 -0.0522 1.0943 0.49
H -3.2219 0.0227 -1.1198 0.09
```

Frontier orbital gap (spin up / spin down) in eV: 8.1 / 8.1
E_HOMO (spin up / spin down) in eV: -8.0588 / -8.0583
Net charge: 0

---

Of them, the most stable is (B) and the least stable is (A).

---

(A)
ORCA calculation (ωB97M-V with the def2-TZVPD basis set) on a gas-phase ion, C9H20N3O (charge +1).

Geometry as XYZ:
```
33
Properties=species:S:1:pos:R:3:nbo_charge:R:1
C -2.7169 0.3295 -1.9308 0.09
N -2.1842 -0.3980 -1.0235 -0.38
C -2.4772 -0.1960 0.4031 -0.26
C -1.5144 0.6514 1.3323 -0.20
N -0.3206 0.0185 1.7348 -0.62
C 0.5901 -0.4311 0.7305 -0.07
C 0.4790 -1.7169 0.2892 0.46
N 1.0355 -2.2191 -0.8151 -0.86
O -0.4340 -2.5852 0.8406 -0.69
C 1.4545 0.6208 0.1441 -0.07
C 1.5888 1.8073 1.1071 -0.61
C 0.7006 1.1399 -1.1983 -0.61
C 2.7923 0.0480 -0.3031 -0.58
H -3.2284 1.2251 -1.5769 0.24
H -2.4336 -0.0738 -2.8262 0.23
H -1.4233 -1.1190 -1.2815 0.47
H -2.5807 -1.3369 0.8258 0.24
H -3.4060 0.2381 0.3619 0.21
H -1.3023 1.4754 0.8082 0.19
H -2.0593 0.8791 2.2579 0.24
H -0.3497 -0.7112 2.4578 0.37
H 1.8119 -1.7117 -1.2539 0.42
H 0.9210 -3.2502 -0.9712 0.42
H -0.7670 -2.2927 1.6357 0.48
H 1.6330 1.5462 2.2215 0.24
H 0.7971 2.5109 0.8379 0.20
H 2.5783 2.2318 0.9247 0.22
H 1.0699 2.1142 -1.5488 0.23
H 0.7765 0.5082 -2.0895 0.20
H -0.3316 1.2358 -0.8490 0.17
H 3.5518 0.7559 -0.3634 0.23
H 2.7310 -0.4253 -1.2465 0.17
H 3.0181 -0.8688 0.3647 0.22
```

Frontier orbital gap in eV: 6.0
SMILES: C=[NH+]CCN/C(=C(/N)O)C(C)(C)C
E_HOMO in eV: -10.7797
Net charge: +1

---

(B)
ORCA calculation (ωB97M-V with the def2-TZVPD basis set) on 2 unconnected molecules or ions with the total composition C9H20N3O.

Geometry as XYZ:
```
33
Properties=species:S:1:pos:R:3:nbo_charge:R:1
C 3.4014 -0.6262 -0.0846 0.55
C 0.6128 2.2498 -1.0853 -0.24
C 1.5471 1.5323 1.0457 0.34
C -0.7356 1.6507 -0.5742 -0.22
C 0.5377 0.5312 1.1435 -0.36
C -1.1883 -2.0490 0.6493 -0.60
C -2.6688 -0.1864 0.8954 -0.63
C -1.7878 -0.8081 -1.4685 -0.58
C -1.4812 -0.6416 0.0942 0.12
N 1.6018 2.3331 -0.0114 -0.44
N 4.4961 -1.4322 -0.1550 -0.79
N -0.4441 0.3317 0.0497 -0.46
O 3.3889 0.5104 0.2953 -0.64
H 1.0223 1.6412 -1.8390 0.22
H 0.2852 3.1686 -1.4971 0.23
H 2.3329 1.5784 1.7785 0.26
H 2.3448 -1.1753 -0.2821 0.12
H -1.1359 2.3118 0.0936 0.18
H -1.4378 1.5663 -1.4213 0.24
H 1.0422 -0.4007 1.3151 0.26
H -0.2159 0.8660 1.8603 0.27
H -0.1211 -2.3069 0.2213 0.20
H -1.2064 -2.1275 1.6700 0.21
H -1.9619 -2.8280 0.1443 0.24
H -3.4546 -0.7982 0.7484 0.22
H -3.0656 0.9113 0.6794 0.21
H -2.3889 -0.3035 1.9886 0.20
H -2.3869 -0.0638 -1.7447 0.19
H -0.7482 -0.6579 -1.9912 0.21
H -2.2869 -1.7634 -1.6676 0.22
H 2.3126 3.0315 -0.0375 0.43
H 4.4593 -2.2455 -0.8880 0.42
H 5.3670 -1.1295 0.0853 0.41
```

Frontier orbital gap in eV: 8.4
E_HOMO in eV: -11.8161
Net charge: +1

---

Of them, the most stable is (B) and the least stable is (A).

---

(A)
ORCA calculation (ωB97M-V with the def2-TZVPD basis set) on 2 unconnected molecules or ions with the total composition C10H16.

Geometry as XYZ:
```
26
Properties=species:S:1:pos:R:3:nbo_charge:R:1
C -2.3604 0.6591 -0.2549 -0.39
C -3.3772 0.2018 -1.3546 -0.62
C -2.9347 0.7192 1.2608 -0.59
H -2.0095 1.7067 -0.6756 0.20
H -1.5439 -0.1330 -0.2610 0.16
H -3.7898 -0.8171 -1.0713 0.21
H -4.0910 1.0775 -1.5969 0.23
H -2.6569 1.7500 1.6073 0.21
H -2.7167 -0.0220 -2.3160 0.19
H -2.2621 0.2794 1.6786 0.18
H -3.8140 0.2680 1.4783 0.22
C 1.9001 1.1900 -1.7649 -0.67
C 1.1429 -1.0104 -0.8074 -0.08
C 1.6059 0.3364 -0.6271 0.20
C 0.9870 -1.9052 0.2153 -0.25
C 1.3128 -1.4376 1.5142 0.01
C 1.7683 0.7379 0.6321 -0.22
C 1.6074 -0.0892 1.7672 -0.09
H 1.1127 -1.3278 -1.8589 0.24
H 0.5515 -2.9382 -0.0843 0.28
H 1.4601 0.7813 -2.6316 0.27
H 2.8713 0.9988 -2.1489 0.30
H 1.0161 -2.1109 2.3157 0.25
H 2.0732 1.7737 0.8429 0.25
H 2.0919 0.1248 2.7167 0.26
H 1.7940 2.1760 -1.4787 0.26
```

<S²>: 0.767
Frontier orbital gap (spin up / spin down) in eV: 9.4 / 5.3
2S+1: 2
E_HOMO (spin up / spin down) in eV: -13.7868 / -13.7849
Net charge: +1

---

(B)
ORCA calculation (ωB97M-V with the def2-TZVPD basis set) on 2 unconnected molecules or ions with the total composition C10H16.

Geometry as XYZ:
```
26
Properties=species:S:1:pos:R:3:nbo_charge:R:1
C -0.6452 -3.9093 -0.3812 -0.69
C -0.4342 0.0132 -2.0265 0.04
C 0.7370 -0.7897 -1.9298 -0.18
C -1.7026 -0.5434 -1.7055 -0.17
C 0.6347 -2.0656 -1.4838 -0.17
C -1.7978 -1.8090 -1.2147 -0.19
C -0.6227 -2.5952 -1.0462 0.26
H -0.3400 1.0584 -2.3073 0.25
H 1.6980 -0.3151 -2.0695 0.26
H -2.5913 0.0663 -1.8002 0.26
H 1.5320 -2.6580 -1.3765 0.25
H -2.7711 -2.1891 -0.9083 0.25
H -0.5024 -4.6747 -1.1502 0.29
H -1.5957 -4.1167 0.1043 0.25
H 0.1826 -3.9839 0.3256 0.27
C 1.1221 2.5750 1.2383 -0.40
C 1.5534 3.0363 2.6253 -0.61
C -0.3594 2.2099 1.1776 -0.60
H 1.3159 3.3244 0.4566 0.20
H 1.7603 1.7343 0.9468 0.18
H 1.8557 2.1822 3.2234 0.21
H 0.7596 3.5419 3.1689 0.21
H -0.9573 3.0910 1.3936 0.22
H -0.6019 1.6395 0.2759 0.17
H 2.3689 3.7600 2.5678 0.22
H -0.5986 1.4173 1.8955 0.20
```

<S²>: 0.768
Frontier orbital gap (spin up / spin down) in eV: 9.5 / 5.7
2S+1: 2
E_HOMO (spin up / spin down) in eV: -13.9143 / -13.9152
Net charge: +1

---

Of them, the most stable is (B) and the least stable is (A).

---

(A)
ORCA calculation (ωB97M-V with the def2-TZVPD basis set) on a single C2H5IS molecule.

Geometry as XYZ:
```
9
Properties=species:S:1:pos:R:3:nbo_charge:R:1
C -1.1643 -0.7166 0.4955 -0.72
S 0.7007 -1.0041 0.4035 0.15
C 1.3429 0.6177 -0.2854 -0.62
I 0.0600 1.5494 -1.8159 0.07
H -1.4053 0.1467 1.1222 0.22
H -1.7629 -1.5845 0.7435 0.24
H -1.4666 -0.5122 -0.5216 0.22
H 1.4385 1.2666 0.5521 0.22
H 2.2569 0.2370 -0.6939 0.23
```

Frontier orbital gap in eV: 9.0
SMILES: CSCI
E_HOMO in eV: -8.9286
Net charge: 0

---

(B)
ORCA calculation (ωB97M-V with the def2-TZVPD basis set) on 2 unconnected molecules or ions with the total composition C2H5IS.

Geometry as XYZ:
```
9
Properties=species:S:1:pos:R:3:nbo_charge:R:1
C -0.4978 -0.7509 1.0229 -0.42
C 0.1607 -0.2975 -0.0662 -0.30
S 0.6473 -1.3992 -1.4102 0.02
H -0.7384 -0.1632 1.8907 0.21
H -0.7718 -1.7783 1.0663 0.19
H 0.2337 0.6969 -0.3894 0.19
H 0.0844 -2.3915 -0.9499 0.09
I 0.9428 3.5689 -0.3508 -0.07
H -0.0608 2.5149 -0.8134 0.07
```

Frontier orbital gap in eV: 9.4
SMILES: C=CS.I
E_HOMO in eV: -8.7933
Net charge: 0

---

Of them, the most stable is (A) and the least stable is (B).